# 1
Entry from the OMol25 dataset: a structure of composition C13H39N13O26 at a distorted geometry (wB97M-V/def2-TZVPD).

Geometry as ORCA input:
```
! RIJCOSX wB97M-V def2-TZVPD def2/J DEFGRID3
* xyz 0 1
C -5.75 -3.02 -15.62
N -7.16 -2.76 -15.91
O -7.40 -2.71 -17.12
O -7.95 -2.57 -15.01
H -5.25 -3.12 -16.59
H -5.64 -3.88 -14.97
H -5.38 -2.10 -15.17
C -4.33 -5.12 -10.86
N -3.92 -5.96 -9.62
O -4.39 -5.69 -8.55
O -3.11 -6.83 -9.78
H -4.07 -5.77 -11.69
H -3.78 -4.18 -10.83
H -5.41 -4.96 -10.86
C -4.48 -8.79 -11.79
N -5.60 -7.99 -12.21
O -6.24 -8.39 -13.16
O -5.88 -6.96 -11.67
H -4.92 -9.48 -11.07
H -3.69 -8.21 -11.32
H -4.19 -9.40 -12.65
C -2.18 -4.50 -16.90
N -1.92 -5.97 -16.83
O -2.67 -6.59 -16.08
O -1.16 -6.49 -17.61
H -1.42 -3.98 -16.31
H -3.13 -4.34 -16.40
H -2.12 -4.21 -17.95
C -6.39 -4.90 -18.16
N -5.15 -5.28 -17.43
O -5.28 -5.55 -16.23
O -4.04 -5.17 -17.98
H -7.07 -4.23 -17.62
H -6.94 -5.81 -18.40
H -6.10 -4.30 -19.02
C -7.94 -6.56 -13.80
N -7.30 -5.60 -14.69
O -7.45 -5.80 -15.90
O -6.49 -4.89 -14.17
H -7.86 -7.60 -14.13
H -9.02 -6.42 -13.88
H -7.68 -6.45 -12.75
C -4.42 -6.16 -14.12
N -4.20 -4.69 -13.90
O -4.68 -4.11 -12.88
O -3.51 -4.16 -14.76
H -4.80 -6.21 -15.14
H -5.14 -6.39 -13.33
H -3.49 -6.70 -13.99
C -3.04 -8.74 -15.99
N -3.67 -9.10 -14.71
O -3.44 -10.19 -14.21
O -4.32 -8.21 -14.13
H -2.09 -9.28 -16.00
H -2.91 -7.66 -16.04
H -3.74 -9.11 -16.74
C -3.79 -2.44 -12.66
N -2.90 -2.23 -11.52
O -2.93 -1.13 -10.98
O -2.20 -3.13 -11.10
H -3.91 -1.49 -13.19
H -4.73 -2.83 -12.27
H -3.28 -3.12 -13.34
C -2.60 -2.37 -15.49
N -1.17 -2.10 -15.19
O -0.80 -2.29 -14.05
O -0.43 -1.64 -16.06
H -3.37 -2.00 -14.82
H -2.89 -3.43 -15.50
H -2.79 -1.91 -16.46
C -1.47 -8.12 -11.74
N -2.13 -6.85 -12.10
O -3.29 -6.85 -12.58
O -1.56 -5.84 -11.75
H -0.40 -8.00 -11.92
H -1.85 -8.94 -12.35
H -1.61 -8.47 -10.71
C -0.03 -4.45 -13.22
N -1.41 -4.54 -13.80
O -1.50 -4.99 -14.95
O -2.36 -4.27 -13.12
H 0.07 -4.47 -12.13
H 0.38 -3.49 -13.54
H 0.64 -5.22 -13.60
C -6.11 -8.00 -15.56
N -5.74 -8.05 -16.96
O -4.62 -7.69 -17.34
O -6.54 -8.53 -17.77
H -5.46 -8.71 -15.05
H -7.18 -8.20 -15.46
H -5.92 -6.98 -15.23
*
```

Output
E_tot   -86651.9378 eV
Orbital gap   7.52 eV
Max |F|   0.223 hartree/bohr
LUMO energy   -1.6 eV


# 2
Entry from the OMol25 dataset: a structure of composition C13H40O17P4 at a distorted geometry (wB97M-V/def2-TZVPD).

Geometry as ORCA input:
```
! RIJCOSX wB97M-V def2-TZVPD def2/J DEFGRID3
* xyz 0 1
C -0.44 -6.15 -0.10
O -0.03 -4.88 0.45
P -0.84 -3.56 -0.05
O -2.34 -3.70 0.09
O -0.10 -2.38 0.84
C 1.28 -2.31 0.86
O -0.31 -3.31 -1.53
C -0.68 -2.15 -2.28
H 0.25 -6.48 -0.88
H -1.40 -6.09 -0.61
H -0.45 -6.92 0.68
H 1.74 -2.79 0.00
H 1.81 -2.76 1.71
H 1.60 -1.27 0.91
H -1.47 -1.64 -1.72
H -1.16 -2.35 -3.25
H 0.23 -1.59 -2.46
C 2.99 -1.99 -1.61
O 3.98 -1.02 -1.32
P 3.53 0.50 -0.93
O 4.59 1.53 -1.00
O 2.91 0.29 0.54
C 2.30 1.43 1.19
O 2.21 0.78 -1.89
C 2.35 1.78 -2.82
H 2.99 -2.83 -0.91
H 3.28 -2.31 -2.62
H 1.96 -1.64 -1.62
H 1.26 1.22 1.45
H 2.33 2.35 0.60
H 2.84 1.65 2.11
H 2.26 1.41 -3.84
H 3.25 2.38 -2.70
H 1.50 2.44 -2.67
C 0.16 2.84 1.74
O -0.01 3.80 0.72
P -0.73 3.33 -0.65
O -0.13 2.15 -1.32
O -0.75 4.72 -1.57
C 0.44 5.12 -2.24
O -2.30 3.20 -0.19
C -3.25 2.88 -1.26
H -0.39 1.92 1.55
H -0.29 3.28 2.63
H 1.19 2.57 1.98
H 0.24 4.87 -3.29
H 1.25 4.52 -1.83
H 0.55 6.18 -2.03
H -4.05 3.61 -1.38
H -3.81 1.98 -1.00
H -2.83 2.71 -2.25
C -2.70 -2.38 1.39
O -2.85 -1.46 2.52
P -1.68 -0.39 2.85
O -1.66 0.03 4.27
O -0.31 -1.08 2.33
C 0.93 -0.87 2.96
O -1.92 0.77 1.71
C -2.98 1.71 1.77
H -2.67 -3.45 1.62
H -1.85 -2.20 0.73
H -3.61 -2.22 0.83
H 1.12 -1.91 3.22
H 1.03 -0.19 3.80
H 1.63 -0.65 2.16
H -3.21 1.93 2.81
H -3.82 1.30 1.21
H -2.69 2.65 1.31
C -0.51 -0.02 -0.02
O 0.13 0.28 -1.29
H 0.17 -0.14 0.82
H -1.26 0.75 0.18
H -0.96 -1.01 -0.06
H 0.17 1.24 -1.34
*
```

Output
E_tot   -86085.9113 eV
Orbital gap   8.42 eV
Max |F|   0.352 hartree/bohr
LUMO energy   0.4 eV


# 3
Entry from the OMol25 dataset: a structure of composition C13H42AsBeF6O12 at a distorted geometry (wB97M-V/def2-TZVPD).

Geometry as ORCA input:
```
! RIJCOSX wB97M-V def2-TZVPD def2/J DEFGRID3
* xyz 1 1
Be -2.06 -3.02 -0.21
As 0.60 -0.09 0.03
F 0.96 0.26 1.67
F -0.15 -1.62 0.52
F 0.27 -0.40 -1.67
F 1.33 1.40 -0.47
F 2.11 -0.92 -0.13
F -0.94 0.72 0.11
C -1.17 -3.32 -3.48
O -0.61 -3.22 -2.17
H -0.82 -2.51 -4.12
H -0.95 -4.28 -3.94
H -2.26 -3.36 -3.46
H 0.35 -3.05 -2.31
C -3.74 -0.20 1.01
O -2.86 -1.34 1.26
H -3.26 0.70 1.41
H -3.86 -0.02 -0.06
H -4.67 -0.38 1.53
H -2.97 -1.47 2.21
C -0.52 0.21 -4.95
O -1.36 0.02 -3.83
H -1.07 0.39 -5.88
H 0.16 1.04 -4.73
H 0.13 -0.66 -5.12
H -0.78 -0.13 -3.07
C 2.61 -1.85 -3.00
O 2.09 -3.11 -2.55
H 1.82 -1.16 -3.29
H 3.17 -1.38 -2.19
H 3.34 -1.98 -3.80
H 2.82 -3.56 -2.11
C 0.99 -4.59 0.40
O -0.27 -4.12 0.88
H 1.30 -3.99 -0.46
H 1.76 -4.37 1.14
H 1.03 -5.63 0.09
H -0.39 -4.41 1.79
C 0.67 -1.88 3.89
O 0.71 -2.79 4.96
H -0.03 -2.22 3.13
H 0.40 -0.85 4.16
H 1.64 -1.76 3.39
H 1.15 -2.37 5.70
C 2.84 2.01 -3.70
O 1.70 2.51 -3.01
H 3.23 1.12 -3.20
H 2.47 1.68 -4.68
H 3.57 2.81 -3.84
H 1.80 2.39 -2.06
C 3.27 1.97 2.78
O 3.37 0.56 2.85
H 2.22 2.25 2.95
H 3.83 2.43 3.59
H 3.55 2.36 1.80
H 2.70 0.13 2.32
C -2.66 2.77 -1.70
O -3.01 1.39 -1.58
H -1.59 2.80 -1.87
H -3.22 3.22 -2.52
H -2.96 3.36 -0.83
H -2.41 0.98 -0.95
C -0.44 2.58 4.61
C -1.03 2.64 3.23
C -2.36 3.39 3.05
O -2.23 3.86 1.72
C -0.94 4.00 1.38
O -0.55 4.58 0.43
O -0.18 3.37 2.32
H 0.36 1.85 4.70
H -1.21 2.24 5.31
H -0.03 3.53 4.95
H -1.10 1.60 2.88
H -2.51 4.21 3.75
H -3.18 2.68 2.99
*
```

Output
E_tot   -116266.9007 eV
Orbital gap   3.32 eV
Max |F|   0.086 hartree/bohr
LUMO energy   -8.3 eV


# 4
Entry from the OMol25 dataset: a cluster of 8 separate species, C13H42BrN12O7 in total at a distorted geometry (wB97M-V/def2-TZVPD).

Geometry as ORCA input:
```
! RIJCOSX wB97M-V def2-TZVPD def2/J DEFGRID3
* xyz -1 1
Br -0.02 -0.19 -0.45
C 1.65 -3.01 2.75
C 0.56 -2.32 3.57
C 1.07 -0.99 4.14
O 2.00 -1.25 5.16
C 2.26 -0.15 5.98
N -0.63 -2.03 2.77
H 1.67 -2.59 1.74
H 1.39 -4.07 2.62
H 2.64 -3.01 3.20
H 0.32 -2.93 4.45
H 0.18 -0.43 4.47
H 1.55 -0.41 3.34
H 1.43 0.01 6.69
H 2.36 0.77 5.40
H 3.11 -0.33 6.63
H -0.80 -2.88 2.22
H -0.30 -1.39 2.04
C -4.43 -0.70 -0.08
C -4.43 -0.10 -1.48
C -4.65 1.41 -1.32
O -4.76 2.15 -2.51
C -5.99 1.95 -3.14
N -3.14 -0.36 -2.14
H -3.56 -0.36 0.47
H -4.36 -1.78 -0.16
H -5.38 -0.50 0.42
H -5.26 -0.48 -2.07
H -3.91 1.83 -0.63
H -5.55 1.62 -0.70
H -6.24 0.90 -3.34
H -6.10 2.50 -4.08
H -6.81 2.40 -2.54
H -2.90 0.49 -2.65
H -2.38 -0.33 -1.44
C 4.39 0.06 -2.47
O 4.75 0.68 -1.48
N 3.11 -0.36 -2.66
N 5.27 -0.30 -3.47
H 2.85 -0.81 -3.52
H 2.42 -0.09 -1.99
H 4.91 -0.84 -4.25
H 6.24 -0.43 -3.27
C -1.84 2.05 2.92
O -1.81 3.10 2.31
N -1.92 0.84 2.29
N -1.80 1.99 4.29
H -1.65 0.83 1.32
H -1.90 -0.01 2.83
H -2.16 1.21 4.81
H -1.70 2.87 4.76
C 2.55 -3.95 -1.94
O 2.79 -4.96 -2.58
N 1.37 -3.28 -2.06
N 3.44 -3.38 -1.06
H 0.67 -3.75 -2.61
H 1.14 -2.42 -1.58
H 4.33 -3.84 -1.00
H 3.40 -2.41 -0.77
C 0.93 1.50 -4.23
O 1.38 1.68 -5.36
N 1.01 2.42 -3.23
N 0.16 0.40 -3.96
H 1.42 3.30 -3.48
H 0.89 2.17 -2.27
H -0.20 0.27 -3.02
H -0.24 -0.10 -4.73
C 2.25 3.17 0.35
O 3.04 4.09 0.57
N 2.63 1.94 -0.11
N 0.90 3.29 0.53
H 3.60 1.75 -0.33
H 1.93 1.24 -0.26
H 0.30 2.48 0.46
H 0.55 4.13 0.95
*
```

Output
E_tot   -116427.3139 eV
Orbital gap   9.25 eV
Max |F|   0.034 hartree/bohr
LUMO energy   2.6 eV